Density functional theory data (ωB97M-V with the def2-TZVPD basis set) for a 2-piece molecular cluster, C5H11NO overall.

ORCA input file:
```
! RIJCOSX wB97M-V def2-TZVPD def2/J DEFGRID3
* xyz 0 1
C -0.79 1.15 -2.40
N -0.36 0.77 -1.08
C 0.44 -0.24 -0.94
O 1.04 -1.07 -1.67
C 0.82 -0.56 0.48
C -0.20 0.87 1.70
C 0.33 -1.83 1.09
H -0.56 2.21 -2.58
H -1.88 1.04 -2.49
H -0.31 0.55 -3.18
H -0.30 0.91 0.50
H 1.84 -0.28 0.74
H -1.07 0.34 2.10
H -0.35 1.96 1.78
H 0.68 0.67 2.31
H 0.54 -1.88 2.16
H -0.74 -1.97 0.90
H 0.87 -2.64 0.58
*
```

* molar mass: 101.15 Da
* HOMO energy: -0.31621 Eh

Results of the natural (NBO) charge analysis, in e, for atoms 1 through 2: C -0.418; N -0.633